(1)
Molecular formula: C60H130N6O8
Method: DFT, ωB97M-V/def2-TZVPD

Structure (XYZ):
```
204
C60H130N6O8 (ωB97M-V/def2-TZVPD)
C -0.806 0.722 -0.524
C 0.052 0.149 0.658
C 0.181 -1.358 0.483
C 1.469 0.703 0.609
C 1.649 2.161 1.089
C 0.943 2.267 2.478
C -0.539 1.759 2.527
C -0.919 1.630 4.016
C -1.537 2.779 1.819
N -0.571 0.364 1.967
O -1.785 -0.222 2.089
H -1.862 0.605 -0.277
H -0.642 1.781 -0.720
H -0.492 0.184 -1.418
H -0.780 -1.872 0.496
H 0.789 -1.681 -0.361
H 0.538 -1.801 1.413
H 2.195 0.154 1.209
H 2.064 0.741 -0.303
H 2.693 2.460 1.178
H 1.093 2.808 0.410
H 1.069 3.348 2.539
H 1.645 1.858 3.205
H -1.988 1.421 4.070
H -0.544 2.522 4.517
H -0.328 0.844 4.485
H -0.994 3.454 1.157
H -1.975 3.416 2.587
H -2.260 2.207 1.239
H -1.585 -0.870 2.768
C -5.840 -3.735 -2.901
C -5.273 -2.309 -2.767
C -4.162 -2.067 -1.678
C -4.678 -1.933 -4.128
C -4.654 -0.451 -4.469
C -6.022 0.147 -4.177
C -6.570 -0.075 -2.729
C -5.804 0.911 -1.779
C -8.116 0.338 -2.813
N -6.473 -1.527 -2.461
O -6.972 -1.882 -1.152
H -6.182 -4.178 -1.965
H -6.730 -3.880 -3.513
H -5.016 -4.407 -3.138
H -3.164 -2.419 -1.937
H -3.921 -1.011 -1.561
H -4.362 -2.419 -0.665
H -3.635 -2.245 -4.064
H -5.106 -2.449 -4.988
H -3.952 0.151 -3.894
H -4.423 -0.366 -5.530
H -6.678 -0.156 -4.993
H -5.895 1.214 -4.362
H -6.220 1.918 -1.797
H -4.716 0.963 -1.830
H -6.102 0.661 -0.761
H -8.589 0.193 -1.842
H -8.648 -0.302 -3.515
H -8.200 1.403 -3.031
H -7.886 -2.107 -1.337
C 6.895 5.825 -4.418
C 5.975 4.593 -4.128
C 4.669 4.662 -4.968
C 6.815 3.357 -4.387
C 6.083 2.119 -3.746
C 5.937 2.313 -2.209
C 5.256 3.617 -1.799
C 3.712 3.497 -1.812
C 5.689 3.961 -0.393
N 5.703 4.728 -2.693
O 5.149 5.976 -2.274
H 7.825 5.737 -3.857
H 7.116 5.833 -5.485
H 6.344 6.743 -4.210
H 3.999 5.434 -4.590
H 4.848 4.823 -6.031
H 4.040 3.773 -4.931
H 6.952 3.145 -5.448
H 7.813 3.489 -3.968
H 5.067 1.982 -4.116
H 6.670 1.233 -3.989
H 6.887 2.144 -1.701
H 5.325 1.443 -1.973
H 3.344 2.529 -1.471
H 3.398 3.616 -2.849
H 3.159 4.271 -1.280
H 6.725 4.298 -0.340
H 5.768 3.042 0.188
H 5.034 4.702 0.064
H 5.883 6.548 -2.037
C 0.079 8.711 5.113
C 0.673 7.288 4.900
C 1.249 6.760 6.245
C -0.472 6.374 4.655
C -1.047 6.467 3.172
C 0.061 6.337 2.111
C 1.356 7.126 2.479
C 2.501 6.308 1.759
C 1.310 8.551 1.881
N 1.754 7.177 3.913
O 2.870 7.834 4.228
H -0.631 8.859 4.299
H 0.942 9.376 5.066
H -0.457 8.858 6.051
H 1.897 7.570 6.579
H 1.885 5.900 6.040
H 0.618 6.425 7.068
H -0.195 5.334 4.826
H -1.318 6.584 5.310
H -1.550 7.421 3.015
H -1.846 5.763 2.938
H -0.434 6.746 1.230
H 0.321 5.335 1.768
H 2.219 6.344 0.706
H 3.490 6.766 1.786
H 2.684 5.257 1.986
H 1.093 8.588 0.814
H 0.432 9.022 2.323
H 2.142 9.174 2.210
H 3.479 7.099 4.333
C 1.261 -1.786 -4.982
C 0.421 -3.000 -4.697
C -0.679 -2.679 -3.754
C -0.201 -3.497 -6.052
C -0.722 -4.982 -6.033
C 0.376 -5.893 -5.456
C 0.892 -5.540 -3.970
C -0.211 -5.831 -2.868
C 2.185 -6.354 -3.950
N 1.225 -4.084 -4.016
O 1.902 -3.648 -2.909
H 0.771 -1.107 -5.680
H 1.514 -1.150 -4.134
H 2.140 -2.198 -5.477
H -1.368 -3.517 -3.648
H -0.326 -2.369 -2.771
H -1.184 -1.750 -4.020
H -1.078 -2.975 -6.435
H 0.534 -3.435 -6.855
H -1.665 -4.910 -5.491
H -0.955 -5.309 -7.047
H 1.265 -5.859 -6.085
H 0.030 -6.926 -5.494
H -0.123 -5.277 -1.934
H -0.298 -6.897 -2.658
H -1.144 -5.512 -3.334
H 3.020 -6.049 -4.580
H 2.206 -7.393 -4.280
H 2.494 -6.353 -2.904
H 2.817 -3.644 -3.200
C -2.265 -7.675 4.239
C -1.831 -7.252 2.784
C -1.903 -8.467 1.805
C -2.834 -6.024 2.390
C -2.346 -5.278 1.148
C -0.921 -4.786 1.298
C 0.135 -5.840 1.759
C 0.611 -6.630 0.507
C 1.317 -5.007 2.398
N -0.430 -6.749 2.874
O 0.557 -7.706 3.394
H -3.330 -7.901 4.272
H -1.656 -8.504 4.600
H -2.220 -6.795 4.880
H -1.177 -9.191 2.175
H -2.884 -8.942 1.817
H -1.636 -8.164 0.793
H -3.851 -6.401 2.497
H -2.768 -5.429 3.301
H -2.300 -5.958 0.297
H -3.054 -4.484 0.911
H -0.895 -4.019 2.072
H -0.516 -4.363 0.379
H 1.285 -5.931 0.012
H -0.211 -6.775 -0.195
H 1.112 -7.576 0.716
H 2.156 -5.698 2.482
H 1.025 -4.422 3.270
H 1.659 -4.266 1.676
H 0.869 -7.200 4.147
C -5.425 1.539 5.244
C -5.503 -0.009 5.438
C -4.466 -0.652 6.347
O -6.780 -0.347 5.956
H -4.497 1.771 4.723
H -5.537 2.183 6.116
H -6.191 1.769 4.503
H -5.287 -0.363 4.430
H -4.313 -0.016 7.219
H -3.478 -0.636 5.887
H -4.764 -1.670 6.598
H -6.811 -1.305 6.009
C 5.310 -1.497 0.692
C 4.981 -0.734 1.920
C 4.360 -1.623 3.028
O 6.219 -0.215 2.426
H 4.442 -1.782 0.097
H 5.954 -2.357 0.881
H 5.941 -0.945 -0.004
H 4.292 0.091 1.735
H 4.591 -1.202 4.007
H 4.836 -2.600 2.950
H 3.272 -1.688 3.039
H 6.093 0.344 3.195
```

The calculated total energy comes out at -89637.21267 eV. For the orbital gap, the calculation gives 8.4 eV. The calculation puts the highest occupied orbital energy at -0.2957 hartree. The LUMO energy comes out at 0.314 eV. Its structure (SMILES) is CC1(C)CCCC(C)(C)N1O.CC1(C)CCCC(C)(C)N1O.CC1(C)CCCC(C)(C)N1O.CC1(C)CCCC(C)(C)N1O.CC1(C)CCCC(C)(C)N1O.CC1(C)CCCC(C)(C)N1O.CC(C)O.CC(C)O. The energy relative to the best compared isomer or geometry (same formula, charge and spin) comes out at 374.5 kJ/mol.

Mulliken atomic charge list, values in e, 99 entries:
1 C -2.16
2 C 3.82
3 C -3.17
4 C -2.00
5 C -0.72
6 C -1.64
7 C 2.09
8 C -2.01
9 C -1.34
10 N 0.43
11 O -0.39
12 H 0.40
13 H 0.19
14 H 0.46
15 H 0.52
16 H 0.58
17 H 0.44
18 H -0.09
19 H 0.49
20 H 0.76
21 H 0.19
22 H 0.13
23 H 0.43
24 H 0.48
25 H 0.36
26 H 0.39
27 H 0.21
28 H 0.30
29 H 0.24
30 H 0.33
31 C -2.02
32 C 1.92
33 C -1.18
34 C -0.59
35 C -0.63
36 C -1.57
37 C 1.70
38 C -1.81
39 C -1.94
40 N 0.30
41 O -0.49
42 H 0.42
43 H 0.42
44 H 0.40
45 H 0.13
46 H 0.04
47 H 0.42
48 H -0.40
49 H 0.43
50 H 0.17
51 H 0.57
52 H 0.41
53 H 0.48
54 H 0.46
55 H 0.25
56 H 0.43
57 H 0.45
58 H 0.42
59 H 0.40
60 H 0.36
61 C -2.02
62 C 1.38
63 C -1.74
64 C -1.13
65 C -0.93
66 C -0.97
67 C 2.11
68 C -0.97
69 C -2.08
70 N 0.46
71 O -0.54
72 H 0.39
73 H 0.44
74 H 0.48
75 H 0.37
76 H 0.44
77 H 0.31
78 H 0.44
79 H 0.37
80 H 0.29
81 H 0.47
82 H 0.48
83 H 0.10
84 H -0.09
85 H 0.33
86 H 0.13
87 H 0.53
88 H 0.35
89 H 0.26
90 H 0.34
91 C -1.77
92 C 1.53
93 C -1.93
94 C -1.18
95 C -0.89
96 C -0.10
97 C 1.77
98 C -2.47
99 C -1.86


(2)
Molecular formula: C34H43AsF6N3OPPdSi2
Method: DFT, ωB97M-V/def2-TZVPD

Structure (XYZ):
```
92
C34H43AsF6N3OPPdSi2 (ωB97M-V/def2-TZVPD)
Pd 0.000 0.000 0.000
F 1.268 -1.412 0.149
As 2.478 -2.760 0.294
F 3.534 -1.700 1.325
F 3.328 -2.159 -1.195
F 3.688 -4.108 0.440
F 1.422 -3.819 -0.737
F 1.628 -3.361 1.783
C -4.494 2.114 1.197
C -4.673 1.211 -0.044
C -5.823 1.742 -0.919
C -5.009 -0.225 0.419
Si -2.893 1.175 -1.093
O -1.767 0.374 -0.168
C -3.155 0.272 -2.762
C -3.169 0.928 -4.006
C -3.374 0.215 -5.192
C -3.561 -1.164 -5.160
C -3.530 -1.837 -3.943
C -3.324 -1.130 -2.757
C -2.324 2.964 -1.464
C -1.048 3.380 -1.033
C -0.600 4.683 -1.265
C -1.415 5.593 -1.931
C -2.678 5.204 -2.366
C -3.132 3.902 -2.134
H -5.411 2.136 1.797
H -4.261 3.146 0.915
H -3.685 1.754 1.843
H -6.779 1.667 -0.387
H -5.921 1.177 -1.851
H -5.687 2.796 -1.174
H -5.915 -0.232 1.036
H -4.200 -0.659 1.018
H -5.192 -0.890 -0.431
H -3.004 1.999 -4.090
H -3.377 0.739 -6.145
H -3.714 -1.715 -6.084
H -3.656 -2.917 -3.916
H -3.278 -1.693 -1.824
H -0.387 2.690 -0.504
H 0.387 4.984 -0.922
H -1.064 6.606 -2.111
H -3.313 5.916 -2.889
H -4.121 3.639 -2.502
C -1.340 -5.070 -0.293
N -1.822 -4.230 -1.373
C -3.237 -3.954 -1.211
N -3.478 -3.317 0.070
C -3.000 -4.154 1.154
N -1.585 -4.429 0.986
C -0.747 -3.269 1.213
P -1.187 -2.065 -0.055
C -1.026 -3.035 -1.566
C -2.977 -1.958 0.134
H -0.275 -5.309 -0.420
H -1.843 -6.046 -0.325
H -3.811 -4.889 -1.276
H -3.621 -3.342 -2.038
H -3.564 -5.096 1.175
H -3.202 -3.694 2.131
H 0.313 -3.542 1.158
H -0.906 -2.869 2.221
H 0.019 -3.295 -1.768
H -1.375 -2.476 -2.442
H -3.429 -1.342 -0.652
H -3.254 -1.489 1.085
C 2.605 4.023 3.748
C 3.621 3.105 3.499
C 3.513 2.209 2.431
C 2.381 2.219 1.596
C 1.363 3.152 1.863
C 1.477 4.047 2.930
Si 2.233 1.003 0.175
C 2.702 2.016 -1.333
C 3.987 1.910 -1.895
C 4.336 2.652 -3.026
C 3.410 3.512 -3.611
C 2.134 3.630 -3.068
C 1.779 2.888 -1.938
H 2.692 4.720 4.576
H 4.503 3.085 4.134
H 4.325 1.505 2.261
H 0.470 3.200 1.243
H 0.685 4.766 3.122
H 3.230 -0.064 0.358
H 4.733 1.247 -1.459
H 5.334 2.559 -3.448
H 3.685 4.091 -4.489
H 1.412 4.304 -3.522
H 0.774 3.007 -1.538
H -0.176 1.682 -0.058
```

As for the expectation value of S²: 3.76. Its charge is -1. The calculated total energy comes out at -148136.88476 eV. The spin multiplicity is 4. For the orbital gap (alpha / beta), the calculation gives 4.2 / 5.8 eV. The calculation puts the highest occupied orbital energy (alpha / beta) at -0.0664 / -0.2106 hartree. The LUMO energy (alpha / beta) comes out at 2.363 / 0.102 eV.

Partial atomic charges computed with the Mulliken method, in multiples of e:
1 Pd -0.85
2 F -0.50
3 As 1.66
4 F -0.51
5 F -0.49
6 F -0.52
7 F -0.45
8 F -0.50
9 C -1.81
10 C 2.33
11 C -1.82
12 C -1.73
13 Si 0.88
14 O -1.48
15 C 0.83
16 C -0.82
17 C -0.73
18 C -0.86
19 C -1.07
20 C 0.23
21 C 0.08
22 C 0.19
23 C -0.62
24 C -1.00
25 C -0.86
26 C -0.51
27 H 0.47
28 H 0.35
29 H 0.36
30 H 0.46
31 H 0.38
32 H 0.33
33 H 0.60
34 H 0.28
35 H 0.29
36 H 0.39
37 H 0.41
38 H 0.36
39 H 0.43
40 H -0.15
41 H -0.39
42 H 0.69
43 H 0.37
44 H 0.43
45 H 0.31
46 C -0.80
47 N 0.28
48 C -0.87
49 N 0.26
50 C -0.94
51 N 0.08
52 C -0.86
53 P 1.90
54 C -0.71
55 C -0.42
56 H 0.33
57 H 0.28
58 H 0.28
59 H 0.25
60 H 0.33
61 H 0.33
62 H 0.68
63 H 0.45
64 H 0.66
65 H 0.28
66 H -0.85
67 H 0.78
68 C -0.42
69 C -0.54
70 C -0.49
71 C 0.04
72 C 0.23
73 C -0.83
74 Si 1.04
75 C -0.10
76 C -0.30
77 C -0.55
78 C -0.47
79 C -0.90
80 C 0.80
81 H 0.36
82 H 0.36
83 H 0.36
84 H 0.55
85 H 0.40
86 H -0.37
87 H 0.38
88 H 0.37
89 H 0.36
90 H 0.40
91 H 0.06
92 H 1.10